# C25H24N10OPbS5

A structure of composition C25H24N10OPbS5 (ωB97M-V/def2-TZVPD, OMol25).

```
66
Properties=species:S:1:pos:R:3:nbo_charge:R:1
Pb 0.39 -0.04 1.12 1.488
S 2.37 -1.58 1.06 -0.074
C 1.83 -2.82 -0.07 -0.201
C 2.38 -4.09 0.12 -0.217
C 2.09 -5.14 -0.73 -0.191
C 1.23 -4.94 -1.81 -0.213
C 0.67 -3.69 -2.01 -0.238
C 0.95 -2.63 -1.14 -0.134
S 0.15 -1.08 -1.47 0.416
C -1.57 -1.65 -1.45 -0.579
C -2.54 -0.55 -1.12 0.230
C -3.80 -0.56 -1.70 -0.246
C -4.71 0.41 -1.32 -0.140
C -4.33 1.35 -0.38 -0.243
C -3.05 1.30 0.14 0.235
C -2.62 2.31 1.17 -0.565
S -1.81 1.55 2.61 0.318
C -2.96 0.23 2.91 -0.129
C -4.22 0.57 3.40 -0.222
C -5.19 -0.39 3.61 -0.221
C -4.89 -1.72 3.34 -0.188
C -3.64 -2.07 2.86 -0.214
C -2.65 -1.10 2.65 -0.207
S -1.09 -1.77 2.14 -0.093
N -2.17 0.37 -0.22 -0.460
H 3.03 -4.25 0.97 0.229
H 2.53 -6.11 -0.56 0.220
H 1.00 -5.75 -2.49 0.218
H 0.01 -3.53 -2.85 0.214
H -1.66 -2.45 -0.72 0.263
H -1.81 -2.05 -2.44 0.232
H -4.06 -1.32 -2.42 0.222
H -5.71 0.43 -1.74 0.224
H -5.02 2.12 -0.05 0.224
H -3.48 2.89 1.50 0.229
H -1.89 3.00 0.75 0.264
H -4.43 1.61 3.62 0.222
H -6.16 -0.11 3.99 0.220
H -5.63 -2.49 3.50 0.219
H -3.41 -3.11 2.66 0.224
N 1.68 3.20 2.03 -0.589
C 1.79 2.22 2.99 0.455
N 2.31 2.43 4.18 -0.362
N 2.24 1.22 4.79 -0.071
N 1.71 0.34 4.02 -0.093
N 1.41 0.95 2.84 -0.530
C 1.05 3.09 0.82 0.476
N 0.94 4.08 -0.04 -0.368
N 0.28 3.54 -1.09 -0.077
N -0.01 2.31 -0.89 -0.109
N 0.47 1.98 0.34 -0.527
H 2.02 4.12 2.27 0.437
O 2.50 0.60 -1.22 -1.020
S 3.39 1.78 -1.44 1.245
C 3.23 2.22 -3.19 -0.606
C 4.09 1.22 -3.95 -0.415
C 5.41 1.19 -3.20 -0.410
C 5.06 1.07 -1.71 -0.608
H 3.60 3.24 -3.30 0.226
H 2.16 2.20 -3.40 0.259
H 4.21 1.51 -5.00 0.222
H 3.61 0.24 -3.92 0.218
H 5.95 2.13 -3.38 0.204
H 6.06 0.38 -3.51 0.224
H 5.78 1.55 -1.04 0.235
H 4.92 0.04 -1.40 0.250
```

E_HOMO ... -8.26 eV
Gap between HOMO and LUMO ... 6.9 eV
M ... 848.07 g/mol
ΔE to the lowest compared entry with this formula, charge and spin ... 56.1 kJ/mol



# C25H24N2O5

The molecule C25H24N2O5 (ωB97M-V/def2-TZVPD, OMol25).

```
56
Properties=species:S:1:pos:R:3:nbo_charge:R:1
C 1.86 3.64 1.86 -0.596
H 1.92 2.90 2.64 0.200
H 1.16 4.41 2.17 0.208
H 2.84 4.10 1.74 0.211
C 1.40 3.02 0.54 -0.234
C 2.40 2.03 0.01 -0.023
C 2.90 2.15 -1.28 -0.182
C 3.76 1.21 -1.81 -0.262
C 4.15 0.11 -1.05 0.261
C 3.70 0.00 0.26 -0.245
C 2.83 0.95 0.77 -0.215
H 2.47 0.82 1.78 0.214
H 3.99 -0.84 0.88 0.216
O 4.93 -0.82 -1.70 -0.503
C 5.20 -2.04 -1.06 -0.166
C 3.95 -2.85 -0.67 0.656
O 4.01 -3.74 0.14 -0.601
N 2.83 -2.46 -1.33 -0.630
C 1.51 -2.69 -0.92 0.225
C 0.58 -1.68 -1.12 -0.221
C -0.73 -1.82 -0.69 -0.137
C -1.12 -3.02 -0.09 -0.201
C -0.19 -4.03 0.10 -0.199
C 1.12 -3.88 -0.30 -0.225
H 1.85 -4.66 -0.14 0.246
H -0.50 -4.95 0.56 0.218
H -2.14 -3.19 0.23 0.220
C -1.62 -0.64 -0.91 0.681
O -1.33 0.23 -1.70 -0.612
N -2.73 -0.63 -0.11 -0.640
C -3.74 0.31 -0.03 0.301
C -3.71 1.49 -0.78 -0.283
C -4.73 2.42 -0.67 -0.149
C -5.81 2.19 0.18 -0.254
C -5.86 1.03 0.92 -0.131
C -4.84 0.08 0.83 -0.264
C -4.94 -1.15 1.63 0.801
O -4.13 -2.06 1.65 -0.639
O -6.04 -1.21 2.39 -0.676
H -6.04 -2.05 2.89 0.505
H -6.68 0.84 1.58 0.232
H -6.60 2.91 0.26 0.218
H -4.69 3.32 -1.26 0.217
H -2.88 1.67 -1.44 0.263
H -2.87 -1.42 0.52 0.442
H 0.87 -0.75 -1.59 0.239
H 2.94 -1.68 -1.97 0.414
H 5.81 -1.91 -0.16 0.206
H 5.78 -2.62 -1.79 0.225
H 4.14 1.30 -2.82 0.226
H 2.60 2.99 -1.89 0.213
C 0.04 2.34 0.71 -0.605
H -0.29 1.91 -0.24 0.229
H 0.09 1.54 1.44 0.199
H -0.71 3.06 1.04 0.206
H 1.29 3.82 -0.20 0.200
```

E_HOMO ... -8.48 eV
Gap between HOMO and LUMO ... 8.5 eV
M ... 432.48 g/mol
SMILES string ... CC(C)c1ccc(OCC(=O)Nc2cccc(C(=O)Nc3ccccc3C(=O)O)c2)cc1
ΔE to the lowest compared entry with this formula, charge and spin ... 4.4 kJ/mol



# C25H24N4O2

The molecule C25H24N4O2 (ωB97M-V/def2-TZVPD, OMol25).

```
55
Properties=species:S:1:pos:R:3:nbo_charge:R:1
N 3.06 2.06 0.10 -0.346
C 2.14 1.55 0.59 0.274
C 0.98 1.02 1.15 -0.273
C 0.19 1.87 1.95 0.122
C -1.04 1.44 2.41 -0.124
C -1.46 0.15 2.03 0.252
N -0.69 -0.68 1.34 -0.499
C 0.52 -0.30 0.92 0.455
N 1.21 -1.28 0.28 -0.406
C 0.51 -2.45 -0.19 -0.215
H -0.53 -2.17 -0.37 0.237
H 0.52 -3.24 0.57 0.194
C 1.16 -2.96 -1.48 -0.245
N 1.64 -1.86 -2.29 -0.428
C 1.08 -1.65 -3.51 0.641
O 0.16 -2.35 -3.91 -0.626
C 1.62 -0.59 -4.37 0.145
C 1.05 -0.13 -5.53 -0.232
C 1.94 0.84 -6.05 -0.319
C 2.98 0.90 -5.17 0.115
O 2.80 0.05 -4.16 -0.394
H 3.87 1.49 -5.16 0.206
H 1.81 1.41 -6.95 0.232
H 0.12 -0.46 -5.95 0.246
C 2.64 -1.02 -1.66 -0.221
H 3.65 -1.26 -2.04 0.200
C 2.59 -1.22 -0.14 -0.220
H 3.12 -0.42 0.36 0.242
H 3.07 -2.17 0.14 0.196
H 2.44 0.03 -1.88 0.225
H 2.00 -3.63 -1.26 0.186
H 0.43 -3.51 -2.08 0.265
C -2.76 -0.42 2.42 0.006
C -2.80 -1.68 3.01 -0.191
C -4.01 -2.25 3.37 -0.213
C -5.19 -1.57 3.13 -0.205
C -5.16 -0.33 2.52 -0.210
C -3.96 0.25 2.16 -0.216
H -3.95 1.20 1.66 0.214
H -6.09 0.19 2.31 0.214
H -6.14 -2.01 3.41 0.214
H -4.03 -3.22 3.84 0.214
H -1.87 -2.20 3.18 0.221
C -1.89 2.29 3.31 -0.417
C -1.05 3.36 4.01 -0.392
C -0.28 4.14 2.95 -0.390
C 0.74 3.23 2.28 -0.447
H 1.60 3.09 2.94 0.225
H 1.12 3.70 1.37 0.238
H -0.99 4.53 2.21 0.198
H 0.23 5.00 3.40 0.214
H -0.35 2.89 4.70 0.198
H -1.70 4.02 4.59 0.212
H -2.66 2.80 2.72 0.205
H -2.40 1.66 4.04 0.227
```

E_HOMO ... -8.03 eV
Gap between HOMO and LUMO ... 8.3 eV
M ... 412.49 g/mol
SMILES string ... N#Cc1c(N2CCN(C(=O)c3ccco3)CC2)nc(-c2ccccc2)c2c1CCCC2
ΔE to the lowest compared entry with this formula, charge and spin ... 146.3 kJ/mol



# C25H24N9O2Pd

A structure of composition C25H24N9O2Pd (ωB97M-V/def2-TZVPD, OMol25).

```
61
Properties=species:S:1:pos:R:3:nbo_charge:R:1
Pd -1.41 -0.13 0.24 0.873
N -2.25 -0.92 2.80 -0.643
N -2.86 -2.18 2.71 -0.426
C -3.09 -2.78 1.52 0.630
N -3.76 -3.93 1.56 -0.770
N -2.60 -2.15 0.46 -0.503
N -2.85 -2.65 -0.80 0.638
O -3.50 -3.67 -0.98 -0.421
O -2.37 -2.00 -1.70 -0.382
H -1.53 -0.95 3.51 0.373
H -2.93 -0.20 3.00 0.383
H -3.33 -2.55 3.53 0.385
H -4.06 -4.33 2.43 0.409
H -3.98 -4.38 0.68 0.456
N -2.89 1.18 0.31 -0.448
C -2.58 2.24 -0.28 0.179
C -3.56 3.29 -0.64 -0.042
C -4.86 2.93 -0.97 -0.183
C -5.78 3.91 -1.29 -0.207
C -5.41 5.25 -1.28 -0.184
C -4.11 5.60 -0.95 -0.209
C -3.18 4.63 -0.64 -0.202
C -1.12 2.33 -0.59 -0.107
C -0.67 2.68 -1.86 -0.146
C 0.69 2.76 -2.11 -0.194
C 1.61 2.50 -1.09 -0.193
C 1.17 2.14 0.17 -0.186
C -0.20 2.05 0.43 -0.278
H -5.14 1.88 -0.97 0.228
H -6.79 3.63 -1.56 0.224
H -6.13 6.01 -1.54 0.224
H -3.82 6.65 -0.94 0.224
H -2.16 4.90 -0.38 0.216
H -1.39 2.89 -2.65 0.232
H 1.04 3.03 -3.09 0.231
H 2.67 2.59 -1.29 0.229
H 1.88 1.95 0.96 0.225
H -0.56 1.82 1.43 0.242
C 2.21 -0.71 -1.78 -0.184
C 0.89 -0.88 -1.39 0.025
N 0.53 -1.01 -0.11 -0.501
C 1.49 -1.01 0.82 0.057
C 2.84 -0.87 0.53 -0.086
C 3.19 -0.70 -0.80 -0.133
C 3.83 -0.84 1.62 -0.168
C 4.94 -1.56 1.73 -0.191
C 5.40 -2.64 0.84 0.178
C 6.73 -3.06 0.88 -0.281
C 7.09 -4.09 0.03 0.086
N 6.22 -4.68 -0.78 -0.428
C 4.98 -4.22 -0.73 0.261
N 4.52 -3.24 0.03 -0.464
H 2.46 -0.60 -2.82 0.229
H 0.09 -0.93 -2.12 0.227
H 1.16 -1.17 1.84 0.201
H 4.23 -0.55 -1.07 0.233
H 3.63 -0.13 2.42 0.217
H 5.60 -1.36 2.57 0.222
H 7.44 -2.59 1.54 0.230
H 8.11 -4.45 0.00 0.208
H 4.25 -4.71 -1.37 0.185
```

E_HOMO (spin up / spin down) ... -11.22 / -11.25 eV
Total charge ... +1
Gap between HOMO and LUMO (spin up / spin down) ... 7.8 / 7.9 eV
M ... 588.95 g/mol



# C25H25Cl2F9N2O6PSV

A structure of composition C25H25Cl2F9N2O6PSV (ωB97M-V/def2-TZVPD, OMol25).

```
72
Properties=species:S:1:pos:R:3:lowdin_spin:R:1
V 1.36 -1.32 -0.74 1.835
Cl -0.17 -3.81 2.99 0.000
C -1.40 -2.78 3.64 0.000
C -1.74 -2.94 4.97 0.000
C -2.74 -2.15 5.53 0.000
C -3.40 -1.24 4.73 0.000
C -3.06 -1.10 3.39 0.000
Cl -4.10 -0.05 2.45 0.000
C -2.01 -1.82 2.80 0.000
N -1.61 -1.74 1.48 -0.001
C -1.60 -0.58 0.62 0.003
C -1.10 0.64 1.28 0.001
C -0.67 1.77 0.72 -0.003
C -0.56 1.96 -0.75 -0.001
C -1.75 0.21 -1.78 0.001
C -1.95 -0.73 -0.69 0.006
C -2.17 -2.11 -1.27 0.001
C -0.82 -2.53 -1.88 0.009
O -0.68 -2.64 -3.07 -0.004
O 0.18 -2.68 -0.98 0.019
H -1.22 -3.68 5.56 0.000
H -3.01 -2.27 6.57 0.000
H -4.22 -0.65 5.12 0.000
H -0.93 -2.44 1.22 0.000
H -1.06 0.59 2.36 0.000
H -0.34 2.59 1.35 0.000
H -0.27 2.97 -1.04 0.000
H -2.33 0.03 -2.67 0.000
H -2.87 -2.10 -2.10 0.000
H -2.50 -2.79 -0.50 0.000
F 1.45 -1.69 3.65 0.000
C 2.50 -0.96 3.26 -0.001
F 3.57 -1.31 3.98 0.000
F 2.21 0.33 3.53 0.000
C 2.74 -1.14 1.73 0.006
O 1.57 -0.89 1.06 0.028
C 3.85 -0.12 1.29 0.000
F 4.16 -0.36 0.00 0.004
F 4.97 -0.20 2.01 0.000
F 3.40 1.13 1.38 0.000
C 3.27 -2.61 1.45 0.002
F 2.98 -3.47 2.43 0.000
F 2.65 -3.09 0.32 0.006
F 4.59 -2.68 1.24 0.001
C -3.12 3.59 -0.66 0.000
C -3.14 2.10 -0.82 0.000
O -1.87 1.65 -1.45 0.000
P 0.51 0.70 -1.62 0.011
O 0.47 1.26 -3.13 -0.004
C 0.15 0.45 -4.29 0.000
C -0.84 1.21 -5.14 0.000
O 1.97 1.34 -1.16 0.005
C 2.76 2.31 -1.86 0.001
C 2.79 3.61 -1.08 0.000
H -4.11 3.91 -0.34 0.000
H -2.88 4.08 -1.60 0.000
H -2.40 3.90 0.10 0.000
H -3.90 1.77 -1.51 0.000
H -3.25 1.57 0.12 0.000
H -0.24 -0.51 -3.97 0.000
H 1.08 0.29 -4.83 0.000
H -1.81 1.29 -4.64 0.000
H -0.98 0.67 -6.09 0.000
H -0.47 2.21 -5.36 0.000
H 2.37 2.46 -2.85 0.000
H 3.76 1.89 -1.95 0.000
H 1.79 4.05 -1.00 0.000
H 3.44 4.33 -1.59 0.000
H 3.18 3.45 -0.07 0.000
S 4.16 -0.82 -4.32 0.051
C 3.08 -1.08 -3.18 0.038
N 2.28 -1.27 -2.33 -0.013
```

E_HOMO (spin up / spin down) ... -7.53 / -7.56 eV
Gap between HOMO and LUMO (spin up / spin down) ... 7.2 / 7.3 eV
<S²> ... 2.02
M ... 805.36 g/mol
ΔE to the lowest compared entry with this formula, charge and spin ... 471.6 kJ/mol
2S+1 ... 3



# C25H25ClF2N4PdS3

A structure of composition C25H25ClF2N4PdS3 (ωB97M-V/def2-TZVPD, OMol25).

```
61
Properties=species:S:1:pos:R:3:nbo_charge:R:1
Pd 1.14 -0.08 1.09 0.353
F -2.94 1.25 -2.58 -0.355
C -2.04 1.65 -1.64 0.401
C -1.23 0.71 -1.03 -0.359
C -0.31 1.06 -0.02 -0.241
C -0.26 2.45 0.29 -0.225
C -1.07 3.36 -0.38 0.403
F -0.98 4.70 -0.12 -0.360
C -1.99 3.00 -1.34 -0.437
C 0.67 2.88 1.37 0.220
C 0.51 4.01 2.17 -0.250
C 1.41 4.25 3.20 -0.179
C 2.45 3.36 3.41 -0.287
C 2.54 2.26 2.58 0.070
N 1.67 2.02 1.59 -0.444
H -1.35 -0.32 -1.36 0.218
H -2.60 3.73 -1.86 0.222
H -0.32 4.69 2.01 0.218
H 1.28 5.12 3.84 0.196
H 3.17 3.51 4.20 0.203
H 3.31 1.51 2.70 0.213
S 2.32 -1.74 2.21 -0.348
C 0.99 -2.12 1.15 0.091
N -0.23 -2.65 1.72 -0.681
C -1.37 -2.51 0.82 -0.217
C -1.07 -3.19 -0.50 -0.416
C 0.24 -2.68 -1.08 -0.219
N 1.29 -2.81 -0.08 -0.679
H -0.39 -2.16 2.59 0.380
H -1.59 -1.44 0.65 0.174
H -2.24 -2.98 1.30 0.170
H -1.89 -3.03 -1.21 0.187
H -0.97 -4.27 -0.32 0.195
H 0.14 -1.64 -1.41 0.188
H 0.53 -3.27 -1.96 0.206
H 2.16 -2.45 -0.44 0.399
S -0.79 0.48 3.78 -0.093
C -2.24 0.29 3.03 -0.083
N -2.65 0.91 1.92 -0.609
C -4.03 0.74 1.52 -0.221
C -4.39 -0.67 1.97 -0.535
S -3.48 -0.87 3.55 0.232
H -2.07 1.64 1.54 0.443
H -4.12 0.85 0.44 0.223
H -4.68 1.48 2.01 0.173
H -4.01 -1.41 1.27 0.229
H -5.46 -0.81 2.12 0.215
Cl 1.93 -3.88 -5.70 -0.132
C 2.27 -2.65 -4.47 -0.192
C 1.56 -1.45 -4.46 -0.233
C 1.83 -0.48 -3.53 -0.293
C 2.85 -0.63 -2.51 -0.058
C 3.09 0.32 -1.55 -0.666
C 3.56 -1.89 -2.58 -0.314
C 3.27 -2.85 -3.52 -0.229
H 0.78 -1.29 -5.20 0.193
H 1.25 0.44 -3.53 0.191
H 2.51 1.23 -1.50 0.181
H 3.84 0.18 -0.77 0.183
H 4.34 -2.08 -1.85 0.192
H 3.82 -3.79 -3.53 0.194
```

E_HOMO ... 0.60 eV
Total charge ... -2
Gap between HOMO and LUMO ... 3.3 eV
M ... 657.57 g/mol
ΔE to the lowest compared entry with this formula, charge and spin ... 0.0 kJ/mol



# C25H25CoN6O2

A structure of composition C25H25CoN6O2 (ωB97M-V/def2-TZVPD, OMol25).

```
59
Properties=species:S:1:pos:R:3:nbo_charge:R:1
Co -0.07 0.13 -0.16 1.240
C 0.38 1.73 2.43 -0.417
N 0.17 2.08 1.01 -0.438
C -1.00 3.00 0.97 -0.212
C -1.96 2.80 -0.18 -0.416
C -2.72 1.47 -0.07 -0.236
N -1.93 0.48 -0.78 -0.400
C -2.31 0.05 -1.90 0.219
C -1.33 -0.62 -2.77 -0.305
C -1.54 -0.52 -4.30 -0.156
C -1.23 -1.77 -5.05 -0.287
C -0.73 -2.84 -4.40 -0.140
C -0.41 -2.88 -2.99 -0.413
C -0.63 -1.81 -2.18 0.451
O -0.20 -1.66 -0.97 -0.682
C 1.39 2.76 0.48 -0.216
C 2.46 1.89 -0.17 -0.447
C 2.83 0.61 0.54 -0.237
N 1.65 -0.24 0.76 -0.490
C 1.81 -1.33 1.41 0.227
C 0.78 -2.11 2.00 -0.283
C 1.14 -3.28 2.71 -0.121
C 0.21 -3.99 3.43 -0.286
C -1.11 -3.53 3.45 -0.153
C -1.49 -2.42 2.75 -0.300
C -0.56 -1.66 2.00 0.506
O -0.96 -0.58 1.40 -0.751
H 0.50 2.64 3.02 0.183
H 1.27 1.11 2.55 0.212
H -0.47 1.15 2.79 0.235
H -0.65 4.03 0.98 0.201
H -1.57 2.85 1.89 0.202
H -1.43 2.83 -1.14 0.231
H -2.67 3.63 -0.17 0.228
H -3.71 1.56 -0.51 0.199
H -2.81 1.16 0.97 0.224
H -3.29 0.30 -2.31 0.195
H -2.53 -0.14 -4.58 0.228
H -1.40 -1.78 -6.11 0.216
H -0.53 -3.73 -4.98 0.214
H 0.08 -3.74 -2.56 0.222
H 1.82 3.34 1.30 0.185
H 1.07 3.47 -0.28 0.216
H 3.36 2.50 -0.27 0.219
H 2.13 1.64 -1.16 0.278
H 3.28 0.83 1.52 0.186
H 3.58 0.09 -0.05 0.215
H 2.84 -1.65 1.62 0.178
H 2.17 -3.60 2.68 0.206
H 0.50 -4.88 3.97 0.216
H -1.85 -4.07 4.03 0.213
H -2.52 -2.07 2.75 0.215
N 0.50 0.84 -1.92 -0.616
C -0.18 0.40 -2.84 0.352
C -0.46 0.65 -4.37 -0.350
C -1.10 1.97 -4.46 0.313
N -1.68 2.96 -4.43 -0.306
C 0.66 0.50 -5.29 0.316
N 1.55 0.36 -6.01 -0.278
```

E_HOMO ... -7.15 eV
Gap between HOMO and LUMO ... 6.9 eV
M ... 500.45 g/mol



# C25H25GeNO5Ru

A structure of composition C25H25GeNO5Ru (ωB97M-V/def2-TZVPD, OMol25).

```
58
Properties=species:S:1:pos:R:3:nbo_charge:R:1
Ru -0.03 -0.37 -0.27 1.275
O 1.74 1.22 -1.20 -0.717
C 2.02 2.20 -0.22 -0.074
C 0.73 2.56 0.53 -0.243
N 0.10 1.37 1.09 -0.455
C -1.34 1.50 1.27 -0.358
C -2.02 1.57 -0.13 0.783
O -2.84 2.43 -0.39 -0.592
O -1.62 0.66 -0.94 -0.706
C 0.76 0.76 2.25 -0.317
C 0.68 -0.73 1.78 0.683
O 1.52 -1.01 0.86 -0.664
O -0.19 -1.46 2.23 -0.587
H 2.51 0.64 -1.33 0.503
H 2.40 3.10 -0.73 0.194
H 2.79 1.85 0.48 0.178
H 0.04 2.99 -0.21 0.233
H 0.95 3.32 1.29 0.208
H -1.62 2.38 1.88 0.218
H -1.72 0.59 1.75 0.249
H 0.22 0.94 3.19 0.221
H 1.80 1.09 2.35 0.221
C -0.06 -1.88 -1.57 -0.783
Ge -1.38 -1.38 -2.89 1.490
C -3.19 -1.43 -2.04 -0.428
C -3.43 -2.56 -1.26 -0.164
C -4.61 -2.68 -0.55 -0.218
C -5.55 -1.67 -0.60 -0.217
C -5.33 -0.55 -1.39 -0.213
C -4.15 -0.44 -2.11 -0.198
C -1.41 -2.85 -4.27 -0.311
C -0.63 -3.99 -4.17 -0.250
C -0.70 -4.98 -5.13 -0.216
C -1.56 -4.84 -6.21 -0.204
C -2.34 -3.69 -6.32 -0.216
C -2.26 -2.71 -5.36 -0.227
C -0.74 0.27 -3.82 -0.431
C 0.48 0.16 -4.47 -0.161
C 1.04 1.25 -5.11 -0.223
C 0.37 2.47 -5.11 -0.216
C -0.85 2.58 -4.47 -0.217
C -1.40 1.49 -3.82 -0.200
H 0.76 -2.54 -1.84 0.199
H -2.68 -3.34 -1.21 0.208
H -4.79 -3.56 0.05 0.210
H -6.46 -1.75 -0.02 0.211
H -6.06 0.24 -1.43 0.213
H -3.99 0.44 -2.72 0.210
H 0.02 -4.12 -3.32 0.206
H -0.09 -5.86 -5.04 0.210
H -1.62 -5.61 -6.96 0.210
H -3.01 -3.57 -7.16 0.211
H -2.87 -1.82 -5.43 0.209
H 0.99 -0.79 -4.49 0.204
H 1.99 1.16 -5.61 0.208
H 0.81 3.33 -5.61 0.210
H -1.38 3.52 -4.48 0.213
H -2.34 1.60 -3.31 0.220
```

E_HOMO (spin up / spin down) ... -7.89 / -8.78 eV
Gap between HOMO and LUMO (spin up / spin down) ... 8.0 / 7.2 eV
<S²> ... 6.02
M ... 593.16 g/mol
ΔE to the lowest compared entry with this formula, charge and spin ... 129.8 kJ/mol
2S+1 ... 5